# 1
Formula: C41H39MoN6O2S4Sb2
Source: the Open Molecules 2025 dataset
Level of theory: ωB97M-V/def2-TZVPD

```
95
Properties=species:S:1:pos:R:3:forces:R:3:mulliken_spin:R:1
Mo 0.369 1.463 0.874 1.4 0.6 0.7 1.979
C -2.451 -1.096 2.606 0.0 0.0 0.0 0.006
C -1.801 -0.294 3.697 0.0 0.0 0.0 -0.015
C -2.539 -0.023 4.848 0.1 0.0 0.0 0.001
C -1.944 0.555 5.956 0.0 0.0 -0.1 -0.003
C -0.581 0.807 5.930 0.0 0.0 0.0 0.000
C 0.188 0.554 4.796 0.1 0.1 0.1 0.007
C 1.680 0.725 4.867 0.0 -0.1 0.0 0.006
C -0.453 0.077 3.641 0.2 0.2 -0.1 0.011
N 0.279 0.009 2.408 0.1 -0.4 -0.2 0.013
C 1.200 -0.965 2.283 -0.2 0.1 -0.3 -0.103
O 1.467 -1.835 3.101 -0.1 -0.2 0.1 0.032
C 1.967 -0.951 0.960 -0.4 0.1 0.0 0.056
C 3.177 -1.608 0.956 0.1 0.0 0.1 0.004
C 4.008 -1.477 -0.137 0.0 -0.1 0.0 0.002
C 3.498 -0.851 -1.263 0.1 0.0 0.0 0.002
C 2.222 -0.323 -1.245 -0.1 0.2 0.0 0.014
N 1.472 -0.284 -0.115 0.2 -0.3 0.0 -0.045
C 1.726 -0.062 -2.672 -0.1 -0.4 0.3 -0.012
O 2.463 0.402 -3.506 0.0 0.1 -0.1 0.001
N 0.516 -0.708 -2.974 0.0 0.5 -0.3 0.007
C 0.464 -1.593 -4.115 0.0 -0.1 0.3 -0.001
C 0.735 -2.948 -3.846 0.0 0.0 0.0 0.000
C 1.245 -3.401 -2.502 0.0 0.0 0.0 0.000
C 0.579 -3.881 -4.864 0.0 0.0 0.0 0.000
C 0.186 -3.494 -6.134 0.0 0.0 0.0 0.000
C -0.017 -2.152 -6.402 0.0 0.0 0.0 0.000
C 0.133 -1.186 -5.411 0.0 0.0 0.0 0.001
C -0.021 0.261 -5.783 0.0 0.0 0.0 0.000
H -3.497 -0.816 2.472 0.0 0.0 0.0 0.001
H -2.423 -2.156 2.879 0.0 0.0 0.0 0.000
H -1.929 -1.000 1.663 0.1 0.0 -0.1 0.001
H -3.590 -0.293 4.868 0.0 0.0 0.0 0.000
H -2.527 0.773 6.843 0.0 0.0 0.0 0.000
H -0.084 1.205 6.808 0.0 0.0 0.0 0.000
H 1.957 1.422 5.658 0.0 0.0 0.0 0.000
H 2.108 1.086 3.934 -0.1 -0.1 0.2 -0.003
H 2.140 -0.244 5.070 0.0 0.0 0.0 0.001
H 3.475 -2.112 1.863 0.0 0.0 0.0 0.001
H 5.013 -1.868 -0.122 0.0 0.0 0.0 0.000
H 4.071 -0.771 -2.175 0.0 0.0 0.0 0.001
H 0.989 -4.447 -2.327 0.0 0.0 0.0 0.000
H 0.851 -2.796 -1.689 0.0 0.0 0.0 0.002
H 2.335 -3.315 -2.462 0.0 0.0 0.0 0.000
H 0.775 -4.926 -4.650 0.0 0.0 0.0 0.000
H 0.063 -4.232 -6.917 0.0 0.0 0.0 0.000
H -0.277 -1.833 -7.405 0.0 0.0 0.0 0.000
H -1.060 0.592 -5.688 0.0 0.0 0.0 0.000
H 0.275 0.408 -6.822 0.0 0.0 0.0 0.000
H 0.617 0.886 -5.164 0.0 0.0 0.1 0.000
C 1.423 4.795 -0.109 0.0 0.1 -0.2 -0.001
C 0.831 3.990 -1.220 0.1 0.2 0.0 0.038
C 0.746 4.590 -2.481 0.1 0.0 0.2 -0.003
C 0.108 3.956 -3.515 0.0 0.0 -0.1 0.007
C -0.422 2.701 -3.270 0.1 0.1 0.0 -0.021
C -0.229 2.103 -2.039 -0.1 -0.1 0.1 -0.017
N 0.369 2.740 -1.012 -0.1 -0.1 -0.1 -0.009
Sb -1.227 0.157 -2.263 0.2 -0.3 -0.2 0.005
C -1.765 1.399 0.559 -0.5 0.1 0.0 -0.054
C -3.124 1.216 0.318 0.1 -0.1 0.0 0.040
C -4.032 1.878 1.131 -0.1 0.0 0.1 0.016
C -3.593 2.663 2.189 -0.1 0.0 0.0 0.022
C -2.233 2.823 2.399 0.2 0.2 -0.1 0.005
C -1.645 3.604 3.526 0.0 0.0 0.0 0.004
N -1.405 2.241 1.528 -0.5 -0.3 0.0 0.017
C -1.612 -1.637 -1.089 -0.2 0.2 0.1 0.009
C -2.736 -2.229 -1.660 0.0 -0.2 0.2 -0.002
C -3.053 -3.532 -1.297 0.0 0.0 0.0 0.000
C -2.237 -4.182 -0.393 0.0 0.0 0.0 0.000
C -1.131 -3.513 0.135 0.1 0.0 0.1 0.002
C -0.187 -4.192 1.083 0.0 0.0 0.0 0.000
N -0.839 -2.257 -0.207 -0.1 0.1 0.0 0.002
H 1.585 5.814 -0.454 0.0 0.0 0.0 -0.002
H 2.374 4.372 0.218 -0.1 0.0 -0.1 -0.004
H 0.771 4.804 0.762 0.0 0.0 -0.1 0.000
H 1.168 5.576 -2.606 0.0 0.0 0.0 0.001
H 0.006 4.427 -4.486 0.0 0.0 0.0 0.000
H -0.989 2.188 -4.031 0.0 0.0 -0.1 -0.001
H -3.491 0.531 -0.438 0.0 0.0 0.0 0.001
H -5.095 1.745 0.968 0.0 0.0 0.0 0.001
H -4.292 3.133 2.868 0.0 0.0 0.0 0.002
H -1.091 4.464 3.145 0.0 0.0 0.0 0.000
H -0.941 2.978 4.077 0.0 0.0 0.0 0.000
H -2.422 3.947 4.207 0.0 0.0 0.0 0.000
H -3.345 -1.693 -2.380 0.0 0.0 0.0 0.000
H -3.916 -4.030 -1.723 0.0 0.0 0.0 0.000
H -2.440 -5.202 -0.094 0.0 0.0 0.0 0.000
H 0.788 -4.316 0.605 0.0 0.0 0.0 0.000
H -0.560 -5.173 1.376 0.0 0.0 0.0 0.000
H -0.017 -3.585 1.972 0.0 0.1 0.0 0.000
S 6.241 0.483 1.000 -0.1 0.1 0.1 0.004
Sb 4.916 0.942 2.833 0.5 -0.2 0.1 0.004
S 2.778 2.087 1.138 -0.5 0.0 0.0 -0.035
S 1.459 2.941 2.428 -0.3 -0.1 -0.4 -0.007
S 5.455 2.969 3.716 -0.1 -0.1 0.0 0.010
```
Positions in Å, forces in eV/Å.

Output
Energy (eV): -114461.3906
HOMO-LUMO gap (spin up / spin down) (eV): 5.01 / 4.71
Multiplicity: 3
Net charge: -1
Maximum force (eV/Å): 1.65

=====

# 2
Formula: C40H34CrN11OS
Source: the Open Molecules 2025 dataset
Level of theory: ωB97M-V/def2-TZVPD

```
88
Properties=species:S:1:pos:R:3:forces:R:3:mulliken_spin:R:1
Cr 0.768 -0.673 -0.513 -1.2 0.0 1.0 1.148
N 4.077 -3.616 -1.064 -0.1 0.0 0.0 0.001
C 3.179 -2.585 -1.025 0.0 -0.3 -0.2 0.016
S 1.519 -2.999 -0.692 0.0 0.6 0.0 -0.031
N 3.653 -1.406 -1.251 -0.1 0.3 0.0 -0.002
N 2.740 -0.361 -1.079 0.2 -0.7 -0.1 -0.028
C 3.265 0.770 -1.362 0.1 0.4 0.0 -0.010
C 2.698 2.069 -1.066 0.0 -0.1 0.0 0.016
C 3.408 3.221 -1.440 0.1 -0.1 0.0 -0.006
C 3.024 4.474 -1.021 -0.1 0.1 0.1 0.006
C 1.930 4.582 -0.153 0.1 0.0 0.0 -0.003
C 1.214 3.468 0.225 -0.2 -0.1 0.0 0.005
C 1.534 2.190 -0.281 -0.2 0.0 0.1 -0.006
O 0.755 1.171 0.002 0.6 -0.3 -0.4 -0.019
H 3.722 -4.551 -1.123 0.0 0.0 0.0 0.000
H 4.992 -3.421 -1.438 -0.1 0.0 0.0 0.000
H 4.273 0.739 -1.762 0.1 0.1 0.0 -0.001
H 4.288 3.102 -2.066 0.0 0.0 0.0 0.000
H 3.574 5.354 -1.333 0.0 -0.1 0.1 0.001
H 1.647 5.556 0.236 0.0 -0.1 0.0 0.000
H 0.375 3.535 0.910 0.0 0.0 -0.1 0.000
C -2.505 -4.880 4.314 0.0 0.2 0.0 0.000
C -2.148 -3.881 3.241 0.0 -0.1 0.1 -0.004
C -3.067 -3.461 2.286 -0.1 0.0 0.0 0.003
C -2.683 -2.609 1.276 -0.1 0.0 -0.1 -0.005
C -1.371 -2.115 1.121 -0.2 0.4 -0.4 0.015
N -1.050 -1.373 -0.039 0.3 -0.2 -0.7 -0.038
C -1.862 -1.763 -1.180 0.2 -0.2 0.4 -0.018
C -1.898 -3.124 -1.538 0.2 0.1 0.0 -0.009
C -2.576 -3.607 -2.640 0.1 -0.1 0.1 0.000
C -3.277 -2.742 -3.473 -0.1 0.0 -0.1 -0.001
C -3.963 -3.229 -4.726 0.1 0.1 0.1 0.000
C -3.280 -1.405 -3.126 0.0 0.1 0.0 0.002
C -2.612 -0.913 -2.000 0.0 0.3 0.1 0.003
N -2.775 0.486 -1.750 -0.1 -0.3 0.1 0.001
C -3.938 1.189 -1.869 0.1 -0.2 0.0 0.000
C -3.645 2.489 -1.558 0.1 0.2 0.1 0.000
C -2.264 2.476 -1.254 -0.1 0.0 0.0 0.000
N -1.749 1.263 -1.375 -0.5 0.2 0.1 -0.003
C -0.509 -2.407 2.191 0.2 0.1 0.0 -0.003
C -0.892 -3.317 3.179 0.2 0.0 0.1 0.005
N 0.776 -1.791 2.351 -0.2 -0.2 -0.1 -0.003
C 1.600 -1.909 3.418 0.0 0.0 0.1 0.002
C 2.675 -1.086 3.212 0.1 0.1 0.0 0.000
C 2.427 -0.488 1.974 0.0 0.1 0.1 0.006
N 1.282 -0.917 1.463 0.2 -0.3 0.4 -0.027
H -3.289 -5.556 3.973 0.0 0.0 0.0 0.000
H -2.869 -4.383 5.218 0.0 0.0 -0.1 0.000
H -1.637 -5.479 4.593 0.0 0.0 0.0 0.000
H -4.094 -3.814 2.325 0.1 0.0 0.0 0.000
H -3.415 -2.307 0.539 0.0 -0.1 0.0 0.000
H -1.338 -3.816 -0.919 0.0 0.0 0.0 0.001
H -2.543 -4.671 -2.865 0.0 0.1 0.0 0.000
H -4.327 -4.249 -4.602 0.0 0.0 0.0 0.000
H -3.271 -3.223 -5.572 0.0 0.0 0.0 0.000
H -4.808 -2.591 -4.989 0.0 0.0 0.0 0.000
H -3.803 -0.698 -3.760 0.0 0.0 0.0 0.000
H -4.866 0.712 -2.148 0.1 0.0 0.1 0.000
H -4.328 3.325 -1.528 0.1 -0.1 0.0 0.000
H -1.627 3.300 -0.958 -0.1 -0.1 0.0 0.000
H -0.174 -3.610 3.935 -0.1 0.0 -0.1 0.000
H 1.372 -2.523 4.271 0.0 0.0 -0.1 0.001
H 3.520 -0.940 3.865 -0.1 0.0 -0.1 0.000
H 3.016 0.239 1.443 0.0 0.0 -0.1 0.000
N 0.049 1.522 -7.350 0.0 0.3 0.1 0.000
C -0.086 1.371 -8.713 0.0 0.0 0.0 0.000
C -0.091 2.276 -9.774 0.0 0.0 0.1 0.000
C -0.251 1.746 -11.038 0.0 0.0 0.0 0.000
C -0.400 0.362 -11.242 0.0 -0.1 0.1 0.000
C -0.395 -0.526 -10.184 0.0 0.0 0.0 0.000
C -0.236 -0.007 -8.897 0.0 -0.2 0.1 0.000
N -0.192 -0.664 -7.672 0.0 0.0 -0.1 -0.001
C -0.022 0.277 -6.785 0.0 -0.1 0.1 -0.001
C 0.109 0.050 -5.329 0.0 -0.1 -0.3 0.000
C 0.114 -1.243 -4.819 0.0 -0.1 0.0 0.000
C 0.261 -1.440 -3.459 0.1 0.3 -0.2 -0.001
N 0.401 -0.434 -2.578 -0.1 -0.2 -0.6 -0.012
C 0.380 0.802 -3.077 0.1 0.3 0.2 -0.009
C 0.243 1.085 -4.421 0.0 0.3 -0.1 0.004
H 0.176 2.388 -6.859 0.0 0.0 0.0 0.000
H 0.029 3.343 -9.621 0.0 -0.1 0.0 0.000
H -0.259 2.411 -11.893 0.0 0.0 0.0 0.000
H -0.519 -0.010 -12.253 0.0 0.0 0.1 0.000
H -0.506 -1.595 -10.328 0.0 0.1 0.0 0.000
H 0.008 -2.084 -5.492 0.0 0.0 0.1 0.000
H 0.276 -2.436 -3.062 0.0 -0.2 0.2 0.002
H 0.455 1.605 -2.357 0.0 -0.1 -0.2 0.005
H 0.229 2.124 -4.732 0.0 -0.1 0.1 0.000
```
Positions in Å, forces in eV/Å.

Output
Energy (eV): -99728.9103
Energy above the lowest of the compared OMol25 structures with the same formula, charge and spin (kcal/mol): 0.0
HOMO-LUMO gap (spin up / spin down) (eV): 6.94 / 7.05
Multiplicity: 2
Maximum force (eV/Å): 1.58

=====

# 3
Formula: C3H7O2S
Source: the Open Molecules 2025 dataset
Level of theory: ωB97M-V/def2-TZVPD

```
13
Properties=species:S:1:pos:R:3:forces:R:3:mulliken_charge:R:1
C 0.416 0.905 -0.490 -1.2 0.0 -0.8 -0.802
C -0.189 1.972 -1.467 0.9 -1.8 -1.0 -0.375
S -2.010 2.010 -1.493 -0.6 -0.1 0.4 -0.258
H -0.344 0.093 -0.514 0.5 0.5 0.8 0.211
H 0.616 1.296 0.497 -0.2 -0.2 0.3 0.246
H 1.296 0.378 -0.871 0.2 0.6 0.0 0.275
H 0.232 2.997 -1.477 -0.5 -0.6 0.3 0.338
H 0.003 1.518 -2.451 0.4 0.6 0.0 0.244
H -2.268 0.660 -1.611 0.5 0.9 0.1 0.117
O 0.268 -2.769 1.945 0.7 -0.1 -1.2 -0.616
C 1.518 -2.659 1.909 0.2 1.3 2.9 -0.075
O 2.308 -1.774 1.499 -0.7 -0.1 -1.4 -0.595
H 2.075 -3.237 2.717 -0.2 -1.0 -0.4 0.290
```
Positions in Å, forces in eV/Å.

Output
Energy (eV): -18155.2667
Energy above the lowest of the compared OMol25 structures with the same formula, charge and spin (kcal/mol): 31.1
HOMO-LUMO gap (eV): 6.64
Net charge: -1
Maximum force (eV/Å): 3.19

=====

# 4
Formula: C7H12AsF6MnO15S
Source: the Open Molecules 2025 dataset
Level of theory: ωB97M-V/def2-TZVPD

```
43
Properties=species:S:1:pos:R:3:forces:R:3:mulliken_spin:R:1
Mn 3.929 14.547 -1.953 2.3 1.1 -0.9 4.794
O 4.876 11.890 -4.970 0.8 -3.2 -0.2 0.000
C 4.470 13.047 -4.582 -1.2 8.6 -2.4 0.005
O 4.631 14.061 -5.292 0.7 -1.6 -0.3 0.003
O 3.787 13.109 -3.523 -0.6 -1.6 2.0 0.037
H 4.450 11.565 -4.173 0.1 -2.6 0.7 0.001
O 3.301 16.822 1.589 -2.3 -0.4 3.6 0.000
C 3.867 16.815 0.442 4.6 3.3 -3.9 0.000
O 4.549 17.720 0.037 1.4 4.4 1.3 0.004
O 3.806 15.853 -0.286 -2.3 -6.6 -1.3 0.008
H 2.752 16.064 1.373 -1.2 -0.6 1.2 0.001
O 7.194 12.525 0.036 -0.4 -1.4 2.4 0.000
C 6.905 13.258 -1.031 0.1 2.8 -4.7 0.006
O 7.859 13.567 -1.784 0.8 -0.7 0.9 0.005
O 5.734 13.614 -1.301 -0.4 -1.2 1.8 0.010
H 8.153 12.481 0.049 0.1 0.1 -0.3 0.001
O 5.302 17.490 -4.877 -0.1 -0.3 -1.2 0.001
C 5.165 17.187 -3.549 -0.7 -0.5 2.5 0.014
O 5.574 18.020 -2.743 1.0 1.3 -0.3 0.005
O 4.592 16.125 -3.228 -0.3 -0.7 -1.0 0.030
H 5.698 18.363 -4.837 0.1 0.1 0.1 0.001
As 0.402 15.706 -2.801 0.5 -1.4 -0.5 0.017
F -0.375 14.257 -1.912 0.8 1.5 -0.5 0.001
F 0.260 16.736 -1.368 -0.2 -0.8 -1.2 0.003
F 1.024 17.038 -3.813 -0.7 -1.4 1.3 0.002
F 0.703 14.541 -4.155 -0.7 1.5 1.4 0.002
F -1.276 16.075 -3.316 1.2 -0.1 0.2 0.000
F 2.004 15.186 -2.121 -2.8 1.2 -1.2 -0.011
O 1.424 14.796 1.154 0.7 -2.1 -0.7 0.001
S 1.870 13.501 0.630 1.0 -0.2 -2.1 0.018
O 2.685 13.329 -0.621 -2.8 -0.3 4.1 0.029
O 2.634 12.669 1.801 -1.1 0.2 -0.2 0.001
C 3.595 13.297 2.666 2.0 -0.4 -0.3 0.000
C 4.994 13.027 2.067 -0.7 1.0 -0.9 0.000
C 0.385 12.418 0.533 0.2 0.0 0.0 0.005
H 3.585 12.800 3.636 -0.8 0.0 0.1 0.000
H 3.393 14.363 2.771 0.0 0.0 0.0 0.000
H 4.934 13.441 1.060 0.3 0.0 -0.2 0.005
H 5.254 11.980 1.910 -0.2 -0.1 0.4 0.000
H 5.814 13.574 2.531 -0.1 -0.1 0.4 0.000
H -0.053 12.416 -0.465 0.4 0.5 -0.1 -0.001
H -0.369 12.782 1.230 0.3 0.2 0.1 0.001
H 0.623 11.386 0.791 0.4 0.2 0.0 0.000
```
Positions in Å, forces in eV/Å.

Output
Energy (eV): -157469.5258
Energy above the lowest of the compared OMol25 structures with the same formula, charge and spin (kcal/mol): 53.4
HOMO-LUMO gap (spin up / spin down) (eV): 4.59 / 4.55
Multiplicity: 6
Net charge: -3
Maximum force (eV/Å): 8.98